# 1
Density functional theory data (the ωB97M-V functional and the def2-TZVPD basis) for the molecule C4H6N2OS in a non-equilibrium geometry.

The geometry in ORCA input format:
```
! wB97M-V def2-TZVPD RIJCOSX def2/J DEFGRID3
* xyz 0 1
C 0.14709 1.91701 0.55927
C 0.35783 -0.29640 -0.83797
C 1.71769 -0.51085 -0.15810
C -0.92334 -0.79789 -0.23638
H 1.08044 1.87866 1.07813
H -0.88029 1.59810 0.90779
H 0.05033 2.94951 0.38750
H 0.44111 -0.51484 -1.97223
H -0.17454 -2.42020 0.60831
H -1.80074 -2.35107 1.02951
N 3.04613 -0.67948 -0.31448
N -1.00493 -2.11615 0.20463
O 0.23357 1.15034 -0.78955
S -2.29036 0.19326 -0.46641
*
```

Values from the calculation:
ΔE to the lowest compared entry with this formula, charge and spin	6.2429	eV
gap between HOMO and LUMO	8.266	eV
HOMO	-8.8	eV
SMILES string	CO[C@@H](C#N)C(N)=S
LUMO level	-0.01878	hartree

Here are the Löwdin charges for atoms 1 to 8, given in e:
1. C -0.02
2. C -0.37
3. C -0.06
4. C -0.75
5. H 0.07
6. H 0.04
7. H 0.06
8. H 0.19

---

# 2
Density functional theory data (the ωB97M-V functional and the def2-TZVPD basis) for the molecule C4H6N2OS in a non-equilibrium geometry.

The geometry in ORCA input format:
```
! wB97M-V def2-TZVPD RIJCOSX def2/J DEFGRID3
* xyz 0 1
C 0.19328 -2.13924 -1.67576
C 0.27571 0.06897 -0.30254
C -0.00429 1.01362 0.61509
C -1.10956 2.04884 1.10772
H 1.31535 -2.00197 -2.15332
H -0.46089 -2.91977 -2.20712
H 0.36100 -2.49325 -0.57751
H -1.97297 1.44958 1.62408
H -0.58260 2.52633 1.93210
H -1.47027 2.57526 0.30607
N 1.88403 0.10037 1.25752
N 0.99327 0.88081 1.57068
O 1.30784 -0.47513 0.01849
S -0.72990 -0.63442 -1.51550
*
```

Values from the calculation:
ΔE to the lowest compared entry with this formula, charge and spin	4.6942	eV
gap between HOMO and LUMO	9.286	eV
HOMO	-8.7	eV
SMILES string	CSc1onnc1C
LUMO level	0.02192	hartree

Here are the Löwdin charges for atoms 1 to 8, given in e:
1. C -0.44
2. C -0.73
3. C -0.27
4. C -0.01
5. H 0.11
6. H 0.06
7. H 0.07
8. H 0.11

---

# 3
Density functional theory data (the ωB97M-V functional and the def2-TZVPD basis) for a structure of composition C4H6N2OS in a non-equilibrium geometry.

The geometry in ORCA input format:
```
! wB97M-V def2-TZVPD RIJCOSX def2/J DEFGRID3
* xyz 0 1
C 2.23073 -0.47392 0.03508
C -0.04020 -0.11862 -0.55038
C -1.28125 -0.63108 -0.25952
C -2.31890 0.47188 -0.12930
H 2.19201 1.99860 0.42282
H 3.69911 0.89045 0.75614
H 3.07476 -1.22357 -0.04765
H -0.00301 0.93164 -0.75829
H -1.49559 -1.66396 -0.10152
H -3.48367 -1.52600 0.52024
N 2.74846 0.81992 0.46872
N 1.02066 -0.89612 -0.29937
O -2.39318 1.66581 -0.34974
S -3.94994 -0.24501 0.29277
*
```

Values from the calculation:
ΔE to the lowest compared entry with this formula, charge and spin	4.0773	eV
gap between HOMO and LUMO	8.472	eV
HOMO	-8.7	eV
LUMO level	-0.00734	hartree

Here are the Löwdin charges for atoms 1 to 8, given in e:
1. C -0.20
2. C -0.17
3. C -0.07
4. C -0.76
5. H 0.25
6. H 0.03
7. H 0.13
8. H 0.11

---

# 4
Density functional theory data (the ωB97M-V functional and the def2-TZVPD basis) for the molecule C4H6N2OS in a non-equilibrium geometry.

The geometry in ORCA input format:
```
! wB97M-V def2-TZVPD RIJCOSX def2/J DEFGRID3
* xyz 0 1
C -0.83662 -0.49219 0.16237
C 0.94661 -1.90084 1.21472
C 1.65393 -0.66834 0.71863
C 0.45750 0.04541 -0.17955
H -0.90401 1.53827 -1.24999
H -1.13668 -2.33913 0.97042
H 1.05758 -2.21495 2.21454
H 1.24283 -2.82476 0.53303
H 2.16606 0.26521 1.37687
H 2.44292 -0.70546 0.04910
N -1.96469 0.11225 -0.04891
N -0.56338 -1.44542 1.23218
O -1.93978 1.37420 -0.78342
S 0.93859 1.41969 -1.08791
*
```

Values from the calculation:
ΔE to the lowest compared entry with this formula, charge and spin	6.0548	eV
gap between HOMO and LUMO	7.548	eV
HOMO	-9.1	eV
SMILES string	O/N=C1/NCCC1=S
LUMO level	-0.05756	hartree

Here are the Löwdin charges for atoms 1 to 8, given in e:
1. C -0.40
2. C -0.18
3. C -0.18
4. C -0.52
5. H -0.02
6. H 0.15
7. H 0.08
8. H 0.15

---

# 5
Density functional theory data (the ωB97M-V functional and the def2-TZVPD basis) for the molecule C4H6N2OS in a non-equilibrium geometry.

The geometry in ORCA input format:
```
! wB97M-V def2-TZVPD RIJCOSX def2/J DEFGRID3
* xyz 0 1
C 1.31525 -0.72614 -0.41646
C 0.21623 1.39670 0.29878
C 1.52120 0.66921 0.20554
C -1.02821 -0.52300 -0.53380
N 0.13698 -1.21384 -0.59257
N -0.94229 0.80974 0.14198
O -1.99637 1.34903 0.54628
S -2.35133 -1.52528 0.23679
H 1.97662 -1.57148 -0.41794
H 0.04295 2.35884 0.78837
H 1.95526 0.54694 1.21890
H 2.17476 1.35383 -0.27762
H -1.34961 -0.27763 -1.61856
H -1.67145 -2.64693 0.42030
*
```

Values from the calculation:
ΔE to the lowest compared entry with this formula, charge and spin	4.7868	eV
gap between HOMO and LUMO	9.050	eV
HOMO	-8.6	eV
SMILES string	[O-][N+]1=CCC=N[C@H]1S
LUMO level	0.01509	hartree

Here are the Löwdin charges for atoms 1 to 8, given in e:
1. C -0.07
2. C -0.04
3. C -0.11
4. C -0.65
5. N 0.00
6. N -0.30
7. O -0.09
8. S 0.79

---

# 6
Density functional theory data (the ωB97M-V functional and the def2-TZVPD basis) for the molecule C4H6N2OS in a non-equilibrium geometry.

The geometry in ORCA input format:
```
! wB97M-V def2-TZVPD RIJCOSX def2/J DEFGRID3
* xyz 0 1
C -0.79037 -0.26950 1.27265
C 0.35395 1.12104 2.50162
C -1.30217 -0.98665 0.10472
C 0.94431 1.30064 0.15972
N -1.14504 -0.45506 2.48497
N 0.14059 0.72553 1.20696
O -0.43045 0.43133 3.28597
S 1.31555 2.34180 3.06421
H -1.03372 -0.54901 -0.90567
H -2.41352 -1.18787 0.30328
H -0.96432 -2.01507 0.18566
H 1.07412 2.38493 0.07515
H 1.96228 0.97795 0.31573
H 0.74229 0.94969 -0.84315
*
```

Values from the calculation:
ΔE to the lowest compared entry with this formula, charge and spin	2.6486	eV
gap between HOMO and LUMO	9.090	eV
HOMO	-8.6	eV
SMILES string	Cc1noc(=S)n1C
LUMO level	0.01929	hartree

Here are the Löwdin charges for atoms 1 to 8, given in e:
1. C -0.37
2. C -0.88
3. C 0.00
4. C -0.06
5. N 0.13
6. N -0.04
7. O -0.01
8. S 0.65

---

# 7
Density functional theory data (the ωB97M-V functional and the def2-TZVPD basis) for the molecule C4H6N2OS in a non-equilibrium geometry.

The geometry in ORCA input format:
```
! wB97M-V def2-TZVPD RIJCOSX def2/J DEFGRID3
* xyz 0 1
C 2.53832 0.52551 -0.06820
C 1.13616 0.74614 -0.14917
C 0.32191 -0.50749 0.07433
C -3.14705 -0.46463 -0.04162
H 2.75038 -0.07699 0.87342
H 2.79338 -0.37087 -0.87942
H 3.10498 1.41284 -0.04547
H -1.08227 0.77189 0.47055
H -3.91951 -1.30716 -0.41053
H -3.25219 0.65219 0.27812
N -0.95066 -0.16172 0.22329
N -1.98675 -1.08318 -0.26393
O 0.53736 1.77687 -0.06988
S 1.15595 -1.91338 0.00852
*
```

Values from the calculation:
ΔE to the lowest compared entry with this formula, charge and spin	4.8099	eV
gap between HOMO and LUMO	7.726	eV
HOMO	-8.4	eV
SMILES string	C=NNC(=S)C(C)=O
LUMO level	-0.02443	hartree

Here are the Löwdin charges for atoms 1 to 8, given in e:
1. C -0.11
2. C -0.52
3. C -0.76
4. C -0.04
5. H 0.09
6. H 0.12
7. H 0.07
8. H 0.09

---

# 8
Density functional theory data (the ωB97M-V functional and the def2-TZVPD basis) for the molecule C4H6N2S in a non-equilibrium geometry.

The geometry in ORCA input format:
```
! wB97M-V def2-TZVPD RIJCOSX def2/J DEFGRID3
* xyz 0 1
C 0.11854 0.61316 1.07434
C -1.01974 0.73272 0.07725
C 0.03251 -1.36248 -1.07999
C 0.68371 -1.52307 0.09650
H -0.19298 2.24275 1.89273
H -1.31972 1.76702 0.03343
H -1.80253 0.03559 0.38910
H -0.22607 -2.15457 -1.79719
H 1.02106 -2.51120 0.39438
H 1.52802 -0.63015 1.71689
N 0.46192 1.44300 1.99835
N 0.86590 -0.53827 1.03381
S -0.44954 0.25972 -1.55394
*
```

Values from the calculation:
ΔE to the lowest compared entry with this formula, charge and spin	0.8502	eV
gap between HOMO and LUMO	8.879	eV
HOMO	-8.1	eV
SMILES string	[H]/N=C1\CSC=CN1
LUMO level	0.02974	hartree

Here are the Löwdin charges for atoms 1 to 8, given in e:
1. C -0.49
2. C -0.42
3. C -0.44
4. C -0.20
5. H 0.05
6. H 0.07
7. H 0.09
8. H 0.06

---

# 9
Density functional theory data (the ωB97M-V functional and the def2-TZVPD basis) for the molecule C4H6N2S in a non-equilibrium geometry.

The geometry in ORCA input format:
```
! wB97M-V def2-TZVPD RIJCOSX def2/J DEFGRID3
* xyz 0 1
C -1.35196 -1.38412 -1.34092
C -0.40043 -0.46917 -1.47885
C 0.00733 0.45199 -0.36248
C 0.47348 -1.55208 2.41789
H -1.71747 -1.99277 -2.17183
H -1.86147 -1.53042 -0.37160
H 0.04867 -0.27352 -2.42882
H 0.42137 0.77921 1.55400
H 0.59040 -2.61215 2.65496
H 0.59299 -0.75924 3.21282
N 0.13067 0.04359 0.88655
N 0.22648 -1.23574 1.19266
S 0.44093 2.02839 -0.77611
*
```

Values from the calculation:
ΔE to the lowest compared entry with this formula, charge and spin	2.5565	eV
gap between HOMO and LUMO	8.319	eV
HOMO	-8.4	eV
SMILES string	C=CC(=S)NN=C
LUMO level	-0.00413	hartree

Here are the Löwdin charges for atoms 1 to 8, given in e:
1. C 0.02
2. C -0.20
3. C -0.80
4. C -0.01
5. H 0.06
6. H 0.07
7. H 0.08
8. H 0.14